Entry 1:
{"formula": "H4OS2Si", "method": "ωB97M-V/def2-TZVPD", "spin_multiplicity": 3, "total_energy_ha": -1163.29288, "total_charge": 0, "symbols": ["S", "H", "H", "H", "H", "S", "Si", "O"], "positions_angstrom": [[1.926618, 0.487424, 0.073472], [2.392352, 0.862621, -1.402794], [-1.524934, -0.784946, 1.706072], [-1.739015, -1.887252, -0.412688], [0.851194, 1.575694, -0.175914], [-1.610338, 1.281494, -0.150000], [-1.564390, -0.703950, 0.272850], [1.268510, -0.831087, 0.089001]], "forces_ev_per_angstrom": [[-0.3, 2.8, -2.7], [-0.8, -0.8, 2.4], [0.0, 0.0, 0.7], [-0.3, -1.3, -1.4], [1.6, -1.8, 0.5], [-0.3, 1.6, -0.7], [0.1, -0.3, 1.5], [-0.1, -0.1, -0.2]]}

***

Entry 2:
{"formula": "H4S2Si", "method": "ωB97M-V/def2-TZVPD", "spin_multiplicity": 3, "total_energy_ha": -1088.08378, "total_charge": 0, "symbols": ["S", "H", "H", "S", "H", "H", "Si"], "positions_angstrom": [[-1.630442, 0.512358, -0.124511], [-1.075967, 1.266506, 0.898833], [1.094934, 1.608344, -0.476618], [1.779349, 0.495023, -0.099492], [-0.231263, -1.441289, 1.144824], [-0.027585, -1.630957, -1.280521], [0.090973, -0.809988, -0.062517]], "forces_ev_per_angstrom": [[-2.4, 2.5, 0.5], [-0.3, -0.5, -0.7], [-0.2, 0.7, -0.2], [-0.7, -1.1, 0.3], [-0.5, -0.5, 1.5], [-0.3, 0.1, 0.1], [4.3, -1.2, -1.7]]}

***

Entry 3:
{"formula": "H4SSi", "method": "ωB97M-V/def2-TZVPD", "spin_multiplicity": 1, "total_energy_ha": -690.03445, "total_charge": 0, "smiles": "[SiH3]S", "symbols": ["H", "Si", "H", "H", "H", "S"], "positions_angstrom": [[0.245804, 0.756480, 1.791088], [-0.088509, -0.326509, -0.500475], [0.994153, -0.633510, 0.345538], [0.371760, -0.130398, -1.823188], [-1.299059, -1.198091, -0.326302], [-0.224149, 1.532028, 0.513338]], "forces_ev_per_angstrom": [[-1.1, 2.0, -2.7], [-1.0, 0.1, 1.0], [1.2, -1.6, 0.3], [0.1, 0.1, -1.3], [0.4, 0.2, -0.3], [0.4, -0.8, 2.9]]}

***

Entry 4:
{"formula": "H4SSi", "method": "ωB97M-V/def2-TZVPD", "spin_multiplicity": 1, "total_energy_ha": -689.95546, "total_charge": 0, "symbols": ["H", "H", "S", "H", "Si", "H"], "positions_angstrom": [[0.557664, -1.952459, -1.139242], [-1.447415, 0.402151, -1.113251], [0.544697, 1.998177, -0.140086], [0.287278, 2.127257, 1.192074], [-0.442816, 0.034800, -0.240775], [-0.751311, 0.019631, 1.221765]], "forces_ev_per_angstrom": [[-1.2, 2.6, 1.2], [-1.8, -0.2, -1.3], [0.1, -0.5, 0.3], [0.3, -0.2, -0.6], [2.8, -0.9, 0.9], [-0.3, -0.8, -0.5]]}